Entry from OMol25: an isolated molecule of C4H4N2O2 (ωB97M-V with the def2-TZVPD basis set).

Atoms and positions in Å:
1 O 0.809 -1.982 -1.595
2 O 0.750 -1.512 0.622
3 N 0.110 -1.742 -0.632
4 N 0.708 -0.246 0.852
5 C 0.480 2.761 1.210
6 C 0.230 1.835 0.455
7 C 0.301 0.554 -0.073
8 C -1.068 -1.209 -0.598
9 H 0.327 0.511 -1.084
10 H -1.529 -0.995 0.387
11 H -1.758 -1.546 -1.420
12 H 0.641 3.571 1.876

The molecular weight comes out at 112.09 g/mol. As for the HOMO energy (alpha / beta): -8.96 / -8.96 eV. As for the energy above the lowest of the compared OMol25 structures with the same formula, charge and spin: 235.2 kcal per mole. The total energy is -414.47130 Eh. The SMILES is C#C/C=N/O[N+](=C)[O-].

Mulliken atomic charge list, values in e, 4 entries:
1. O -0.611
2. O -0.174
3. N 0.655
4. N -0.246